(1)
Formula: C3H14NO8SrY2
Source: the Open Molecules 2025 dataset
Level of theory: ωB97M-V/def2-TZVPD

The calculation puts the HOMO energy at -10.1 eV. The value obtained for the maximum force is 3.9 eV Å⁻¹. Its orbital gap is 0.2336 Ha. As for the LUMO energy: -3.7 eV. Its total charge is +1.

Each line ends with the Löwdin charge.
Element x y z (Å)
Sr: -28.34 10.75 -21.93  1.5741
Y: -27.58 6.35 -19.61  1.7266
Y: -30.21 8.47 -19.71  1.5878
O: -30.30 8.73 -21.90  -0.4957
H: -30.92 8.89 -22.60  -0.0286
O: -29.81 10.66 -19.78  -0.5554
H: -29.80 11.59 -19.57  -0.0451
O: -27.97 8.51 -20.49  -0.5374
H: -27.08 8.83 -20.66  -0.0577
O: -29.02 7.38 -18.07  -0.4960
H: -29.01 7.42 -17.12  -0.0046
O: -27.61 9.11 -23.56  -0.6098
H: -26.89 9.00 -24.17  -0.1243
O: -25.65 7.22 -19.13  -0.4490
H: -25.17 7.80 -18.56  -0.0474
O: -29.64 6.42 -20.65  -0.5008
H: -30.40 5.97 -20.99  -0.0057
C: -24.94 10.40 -20.19  -0.2889
O: -26.08 10.80 -20.46  -0.1128
N: -23.94 11.18 -19.74  -0.1773
C: -22.64 10.62 -19.42  -0.0277
C: -24.18 12.57 -19.43  -0.0258
H: -24.68 9.34 -20.29  0.1333
H: -22.32 11.00 -18.45  0.0966
H: -21.92 10.92 -20.18  0.1000
H: -22.72 9.53 -19.39  0.0892
H: -24.22 12.71 -18.35  0.1014
H: -23.41 13.19 -19.88  0.0995
H: -25.15 12.90 -19.81  0.0813

(2)
Formula: C27H19MnN6O4S
Source: the Open Molecules 2025 dataset
Level of theory: ωB97M-V/def2-TZVPD

The spin multiplicity is 2. The calculation puts the HOMO energy (alpha / beta) at -11.8 / -11.3 eV. The value obtained for the maximum force is 0.5 eV Å⁻¹. Its orbital gap (alpha / beta) is 0.2940 / 0.2764 Ha. As for the LUMO energy (alpha / beta): -3.8 / -3.7 eV. Its total charge is +1. As for the expectation value of S²: 1.12.

Each line ends with the natural charge from an NBO analysis.
Element x y z (Å)
Mn: 0.90 0.88 1.91  1.1658
O: 4.57 0.64 3.81  -0.6203
C: 3.34 0.63 3.36  0.8024
O: 2.94 1.31 2.42  -0.6146
C: 2.39 -0.29 4.08  0.0461
C: 2.61 -1.11 5.16  -0.1683
C: 1.51 -1.84 5.63  -0.1574
C: 0.27 -1.72 5.02  -0.1615
C: 0.13 -0.86 3.93  0.1128
N: 1.20 -0.20 3.50  -0.4346
C: -1.13 -0.57 3.13  0.7452
O: -2.16 -1.12 3.43  -0.5715
O: -0.95 0.34 2.21  -0.7667
H: 5.11 1.27 3.30  0.5207
H: 3.58 -1.18 5.64  0.2537
H: 1.64 -2.50 6.48  0.2446
H: -0.60 -2.27 5.37  0.2656
S: 2.77 -3.79 -2.42  0.2833
C: 2.27 -2.55 -1.23  -0.1198
C: 2.04 -2.88 0.10  -0.1814
C: 1.66 -1.90 0.98  0.0367
N: 1.50 -0.61 0.63  -0.4790
C: 1.72 -0.30 -0.66  0.0648
C: 2.11 -1.23 -1.61  -0.2444
C: 1.14 -4.37 -2.86  -0.1488
C: 0.56 -5.44 -2.19  -0.2586
C: -0.71 -5.85 -2.58  0.0468
N: -1.40 -5.28 -3.56  -0.3865
C: -0.83 -4.27 -4.20  0.0452
C: 0.43 -3.78 -3.90  -0.2588
H: 2.16 -3.90 0.44  0.2366
H: 1.47 -2.15 2.01  0.2048
H: 1.59 0.74 -0.93  0.2146
H: 2.28 -0.91 -2.63  0.2462
H: 1.08 -5.95 -1.40  0.2297
H: -1.19 -6.68 -2.07  0.2049
H: -1.40 -3.82 -5.01  0.2036
H: 0.86 -2.96 -4.46  0.2293
N: -6.69 5.13 -4.04  -0.2557
C: -5.73 4.84 -3.48  0.2544
C: -4.53 4.47 -2.79  -0.1623
C: -4.44 3.23 -2.15  -0.1222
C: -3.28 2.87 -1.49  -0.2503
C: -2.21 3.75 -1.46  0.2331
C: -2.28 4.99 -2.09  -0.2380
C: -3.44 5.34 -2.76  -0.1363
N: -1.01 3.38 -0.78  -0.3459
C: 0.24 3.96 -0.92  -0.0707
C: 1.07 3.30 -0.07  -0.0669
N: 0.36 2.32 0.58  -0.5688
C: -0.88 2.40 0.13  0.2288
H: -5.28 2.56 -2.17  0.2427
H: -3.23 1.90 -1.02  0.2317
H: -1.46 5.69 -2.06  0.2263
H: -3.51 6.30 -3.25  0.2432
H: 0.43 4.77 -1.60  0.2402
H: 2.12 3.47 0.11  0.2317
H: -1.68 1.78 0.49  0.2542

(3)
Formula: C26H29AsBrF6N3OTi
Source: the Open Molecules 2025 dataset
Level of theory: ωB97M-V/def2-TZVPD

The calculation puts the HOMO energy at -13.4 eV. The value obtained for the maximum force is 0.4 eV Å⁻¹. Its orbital gap is 0.1731 Ha. As for the LUMO energy: -8.7 eV. Its total charge is +2. Its energy relative to the best compared isomer or geometry (same formula, charge and spin) is 0.057 eV.

Each line ends with the Löwdin charge.
Element x y z (Å)
Ti: 2.50 0.03 -0.60  1.0865
C: -0.33 -3.18 5.55  -0.0557
C: -0.73 -3.87 4.24  -0.5527
C: -2.27 -3.86 4.14  -0.0269
C: -0.22 -5.32 4.27  -0.0262
C: -0.16 -3.16 3.02  -0.1161
C: 0.63 -2.01 3.14  -0.0224
C: 1.09 -1.45 1.98  -0.4530
Br: 2.19 0.15 1.99  1.0566
C: 0.84 -1.97 0.71  -0.2860
O: 1.40 -1.27 -0.33  -0.2089
C: 0.06 -3.11 0.56  -0.0624
C: -0.41 -3.67 1.74  0.0655
C: -0.24 -3.70 -0.82  -0.5277
C: 1.07 -4.11 -1.51  -0.0197
C: -1.12 -4.95 -0.71  -0.0468
C: -1.00 -2.67 -1.66  -0.0235
H: -0.76 -3.73 6.39  0.0983
H: -0.70 -2.16 5.61  0.0922
H: 0.76 -3.18 5.69  0.0940
H: -2.69 -4.37 5.01  0.0981
H: -2.62 -4.38 3.25  0.0838
H: -2.66 -2.84 4.12  0.0956
H: -0.63 -5.83 5.14  0.0983
H: 0.87 -5.35 4.33  0.0974
H: -0.53 -5.88 3.38  0.0835
H: 0.86 -1.57 4.10  0.1174
H: -1.02 -4.55 1.67  0.1077
H: 1.62 -4.84 -0.91  0.1025
H: 1.73 -3.26 -1.70  0.0705
H: 0.84 -4.57 -2.47  0.0999
H: -0.63 -5.74 -0.13  0.0980
H: -1.31 -5.34 -1.71  0.0994
H: -2.09 -4.73 -0.25  0.0972
H: -0.42 -1.77 -1.85  0.0674
H: -1.94 -2.38 -1.18  0.0996
H: -1.25 -3.11 -2.63  0.0995
F: 4.15 1.26 -0.39  -0.3153
As: 5.34 0.06 -1.21  0.9084
F: 5.69 1.25 -2.32  -0.1208
F: 6.51 0.35 -0.07  -0.1026
F: 5.98 -1.24 -2.03  -0.1047
F: 4.39 -1.03 -0.14  -0.2631
F: 3.64 -0.20 -2.18  -0.3049
N: -0.52 6.00 -2.95  0.1882
C: -1.54 6.90 -2.91  -0.1601
C: -1.72 8.15 -3.52  0.0028
C: -2.90 8.79 -3.23  -0.0354
C: -3.89 8.23 -2.37  -0.0476
C: -3.71 7.01 -1.77  0.0125
C: -2.51 6.33 -2.05  -0.2008
N: -2.08 5.13 -1.60  0.2090
C: -0.88 4.94 -2.15  -0.2744
C: -0.11 3.78 -1.90  -0.0694
C: 1.18 3.56 -2.44  0.0431
C: 1.86 2.43 -2.13  -0.0685
N: 1.36 1.48 -1.29  -0.1023
C: 0.09 1.66 -0.79  -0.0736
C: -0.64 2.77 -1.06  0.0433
H: 0.33 6.11 -3.49  0.1666
H: -0.99 8.59 -4.17  0.1207
H: -3.10 9.75 -3.68  0.1195
H: -4.79 8.79 -2.19  0.1166
H: -4.45 6.58 -1.11  0.1234
H: 1.65 4.28 -3.10  0.1288
H: 2.85 2.25 -2.53  0.1226
H: -0.30 0.87 -0.16  0.1237
H: -1.63 2.90 -0.64  0.1333

(4)
Formula: C4H7F
Source: the Open Molecules 2025 dataset
Level of theory: ωB97M-V/def2-TZVPD

The calculation puts the HOMO energy at -9.7 eV. The value obtained for the maximum force is 4.9 eV Å⁻¹. As for the SMILES: C[C@@H]1C[C@@H]1F. Its orbital gap is 0.3982 Ha. As for the LUMO energy: 1.2 eV. Its total charge is 0. Its energy relative to the best compared isomer or geometry (same formula, charge and spin) is 3.169 eV.

Each line ends with the natural charge from an NBO analysis.
Element x y z (Å)
C: 0.61 -0.10 1.45  -0.6535
C: -0.51 -0.33 0.35  -0.2540
C: 0.06 -0.52 -1.21  -0.4632
C: -0.59 0.70 -0.77  0.1503
H: 1.39 -1.13 1.49  0.2282
H: 0.94 0.93 0.93  0.2718
H: 0.06 0.23 2.27  0.2107
H: -1.48 -1.05 0.28  0.2265
H: 1.20 -0.65 -1.45  0.2423
H: -0.48 -1.13 -1.85  0.2142
H: -1.60 1.37 -0.95  0.2072
F: 0.39 1.69 -0.53  -0.3805

(5)
Formula: C26H47FN4O9Si
Source: the Open Molecules 2025 dataset
Level of theory: ωB97M-V/def2-TZVPD

The calculation puts the HOMO energy at -8.7 eV. The value obtained for the maximum force is 1.5 eV Å⁻¹. As for the SMILES: C[C@@H](C[Si@@](CON=O)(CC(=O)F)N=C=O)OCc1ccccc1.COCCNCCOC.COCCNCCOC. Its orbital gap is 0.3323 Ha. As for the LUMO energy: 0.3 eV. Its total charge is 0.

Each line ends with the Löwdin charge.
Element x y z (Å)
C: -1.40 1.92 3.32  -0.0120
C: -1.10 1.59 1.84  -0.4120
C: 0.44 1.52 1.66  -0.1488
Si: 1.14 3.28 1.83  0.6517
C: 1.43 3.74 3.66  -0.2290
O: 0.33 4.46 4.24  -0.1719
N: 0.39 5.82 3.93  -0.0442
O: -0.67 6.31 3.99  0.0677
C: 2.76 3.47 0.83  -0.1117
C: 3.15 4.91 0.73  -0.5337
O: 3.46 5.46 -0.27  0.1571
F: 3.11 5.62 1.87  0.0857
N: 0.03 4.51 1.20  0.1189
C: -0.20 4.48 0.01  -0.3935
O: -0.59 4.40 -1.09  0.1719
O: -1.68 0.32 1.54  -0.1194
C: -2.88 0.41 0.78  -0.1477
C: -3.91 1.39 1.31  -0.2121
C: -4.11 2.58 0.62  -0.0517
C: -5.01 3.55 1.05  -0.0731
C: -5.73 3.30 2.22  -0.0891
C: -5.55 2.11 2.90  -0.0837
C: -4.64 1.16 2.47  -0.0401
H: -0.52 1.78 3.95  0.0637
H: -2.16 1.23 3.68  0.0786
H: -1.80 2.93 3.42  0.0876
H: -1.45 2.39 1.18  0.1089
H: 0.70 1.07 0.70  0.0588
H: 0.85 0.89 2.45  0.0919
H: 1.53 2.82 4.24  0.0844
H: 2.32 4.36 3.76  0.0762
H: 2.54 3.15 -0.19  0.0766
H: 3.54 2.86 1.30  0.1047
H: -2.68 0.63 -0.28  0.1290
H: -3.32 -0.58 0.82  0.1167
H: -3.53 2.77 -0.28  0.1105
H: -5.13 4.46 0.49  0.1025
H: -6.41 4.07 2.57  0.1012
H: -6.10 1.93 3.81  0.1031
H: -4.48 0.24 3.02  0.1221
C: 1.91 -5.75 1.90  -0.1157
O: 1.91 -4.91 0.76  -0.1977
C: 1.50 -5.57 -0.44  -0.2137
C: 0.18 -5.00 -0.93  -0.2132
N: -0.92 -5.36 -0.05  -0.0476
C: -2.17 -4.66 -0.33  -0.1956
C: -2.20 -3.15 -0.11  -0.2220
O: -2.10 -2.78 1.25  -0.1840
C: -0.79 -2.60 1.76  -0.0881
H: 2.34 -5.18 2.72  0.0875
H: 0.90 -6.05 2.18  0.0810
H: 2.52 -6.64 1.73  0.0876
H: 1.43 -6.65 -0.30  0.1223
H: 2.26 -5.38 -1.19  0.1201
H: -0.02 -5.38 -1.93  0.1255
H: 0.30 -3.91 -1.00  0.0807
H: -0.65 -5.17 0.91  0.0726
H: -2.93 -5.11 0.30  0.1186
H: -2.45 -4.87 -1.37  0.1178
H: -3.19 -2.81 -0.43  0.1194
H: -1.47 -2.61 -0.72  0.1116
H: -0.09 -2.24 0.99  0.0802
H: -0.41 -3.53 2.19  0.0753
H: -0.84 -1.86 2.55  0.0812
C: 2.86 -2.43 -5.32  -0.1161
O: 3.64 -1.60 -4.48  -0.1975
C: 3.84 -0.29 -5.01  -0.2159
C: 3.14 0.75 -4.15  -0.2139
N: 1.70 0.64 -4.28  -0.0468
C: 0.95 1.45 -3.32  -0.1866
C: 1.07 1.08 -1.84  -0.2421
O: 0.51 -0.17 -1.51  -0.1823
C: 1.38 -1.28 -1.66  -0.0813
H: 2.86 -3.43 -4.87  0.0864
H: 1.82 -2.09 -5.39  0.0806
H: 3.29 -2.50 -6.32  0.0880
H: 3.51 -0.22 -6.05  0.1228
H: 4.92 -0.09 -4.98  0.1216
H: 3.46 1.74 -4.46  0.1250
H: 3.48 0.59 -3.11  0.1067
H: 1.43 -0.33 -4.16  0.0706
H: -0.11 1.37 -3.59  0.1233
H: 1.23 2.50 -3.44  0.1223
H: 0.49 1.81 -1.28  0.0958
H: 2.10 1.14 -1.47  0.1074
H: 2.42 -1.01 -1.49  0.0976
H: 1.28 -1.73 -2.65  0.0803
H: 1.09 -2.03 -0.93  0.0540

(6)
Formula: C18H42O12P2
Source: the Open Molecules 2025 dataset
Level of theory: ωB97M-V/def2-TZVPD

The calculation puts the HOMO energy at -9.3 eV. The value obtained for the maximum force is 9.4 eV Å⁻¹. As for the SMILES: COP(=O)(OC)OC.COP(=O)(OC)OC.CC(C)=O.CC(C)=O.CC(C)=O.CC(C)=O. Its orbital gap is 0.3615 Ha. As for the LUMO energy: 0.5 eV. Its total charge is 0. Its energy relative to the best compared isomer or geometry (same formula, charge and spin) is 0.521 eV.

Each line ends with the Löwdin charge.
Element x y z (Å)
C: 24.22 28.65 26.81  -0.0022
C: 22.74 28.60 26.50  -0.4488
O: 21.97 27.77 27.11  -0.0179
C: 21.94 29.45 25.62  -0.0355
H: 24.64 28.05 25.99  0.1047
H: 24.41 28.14 27.72  0.0663
H: 24.42 29.62 27.17  0.0663
H: 22.54 29.77 24.81  0.0619
H: 21.68 30.50 26.20  0.1334
H: 20.96 28.99 25.38  0.1018
C: 19.17 38.13 20.48  -0.0197
C: 18.59 36.82 21.08  -0.5581
O: 18.55 35.84 20.39  0.0617
C: 18.36 36.81 22.49  -0.0177
H: 20.21 38.24 20.62  0.0529
H: 18.54 39.00 20.62  0.0732
H: 19.22 37.80 19.32  0.1309
H: 17.44 37.31 22.51  0.0912
H: 19.33 37.19 22.85  0.1183
H: 18.28 35.82 22.84  0.0594
C: 13.61 33.24 22.90  -0.0221
C: 14.85 32.72 23.62  -0.3418
O: 15.46 31.67 23.17  -0.0066
C: 15.47 33.38 24.92  0.0045
H: 13.01 33.70 23.73  0.0889
H: 12.84 32.62 22.55  0.0630
H: 13.88 34.09 22.35  0.0679
H: 16.38 33.84 24.80  0.0334
H: 15.19 32.89 25.74  0.0282
H: 14.96 34.36 25.15  0.0925
C: 19.68 29.82 28.68  0.0192
C: 18.80 30.74 27.77  -0.4682
O: 17.84 30.25 27.15  0.0386
C: 19.14 32.13 27.53  -0.0375
H: 19.42 28.85 28.08  0.1406
H: 19.45 29.95 29.69  0.0610
H: 20.55 30.05 28.44  -0.0444
H: 19.07 32.86 28.46  0.1292
H: 18.36 32.52 26.84  0.0835
H: 20.11 32.38 27.10  0.0688
C: 21.91 31.84 30.69  -0.1116
O: 22.54 33.01 31.19  -0.1905
P: 22.47 34.35 30.29  0.5577
O: 23.41 34.17 29.06  -0.3041
O: 21.06 34.80 29.78  -0.2079
C: 20.89 35.75 28.75  -0.1109
O: 23.17 35.63 31.10  -0.2332
C: 24.42 36.09 30.74  -0.1269
H: 20.78 31.79 30.54  0.0988
H: 22.06 30.97 31.24  0.0655
H: 22.31 31.70 29.67  0.0909
H: 21.33 36.76 28.94  0.1029
H: 19.87 36.13 28.44  0.1141
H: 21.37 35.38 27.85  0.0618
H: 25.14 35.33 30.88  0.0835
H: 24.79 36.79 31.42  0.0744
H: 24.24 36.37 29.74  0.0767
C: 19.09 32.28 23.67  -0.0217
O: 20.46 32.58 23.22  -0.1953
P: 21.21 33.68 24.14  0.5019
O: 20.45 34.58 25.02  -0.2429
O: 22.26 32.80 25.09  -0.2256
C: 22.91 33.46 26.08  -0.1842
O: 22.23 34.60 23.23  -0.2241
C: 22.14 34.90 21.84  -0.0747
H: 18.52 33.29 23.72  0.1117
H: 19.10 31.94 24.55  -0.0059
H: 18.66 31.65 22.98  0.0759
H: 22.37 33.82 26.94  0.0387
H: 23.44 34.14 25.61  0.0328
H: 23.64 32.94 26.80  0.1159
H: 23.05 35.39 21.57  0.0986
H: 21.13 35.08 21.50  0.0771
H: 22.13 33.95 21.40  0.0594

(7)
Formula: C3H7NO2S
Source: the Open Molecules 2025 dataset
Level of theory: ωB97M-V/def2-TZVPD

The calculation puts the HOMO energy at -9.5 eV. The value obtained for the maximum force is 2.7 eV Å⁻¹. As for the SMILES: NC[C@H](O)C(=O)S. Its orbital gap is 0.3666 Ha. As for the LUMO energy: 0.5 eV. Its total charge is 0. Its energy relative to the best compared isomer or geometry (same formula, charge and spin) is 1.911 eV.

Each line ends with the natural charge from an NBO analysis.
Element x y z (Å)
C: 0.22 -1.68 -1.37  0.3913
C: 0.00 -0.13 0.65  -0.2643
C: 0.88 -0.58 -0.56  -0.0209
N: -1.13 0.76 0.45  -0.8583
O: 0.83 -2.58 -1.92  -0.5409
O: 1.23 0.43 -1.43  -0.6672
S: -1.51 -1.66 -1.67  -0.0303
H: 0.71 0.20 1.39  0.2020
H: -0.35 -1.07 1.04  0.2020
H: 1.71 -1.11 -0.27  0.2061
H: -1.44 -0.36 -1.17  0.1442
H: -0.88 1.55 0.97  0.3758
H: -2.03 0.34 0.82  0.3881
H: 0.39 0.90 -1.57  0.4723

(8)
Formula: C3H3N3O
Source: the Open Molecules 2025 dataset
Level of theory: ωB97M-V/def2-TZVPD

The calculation puts the HOMO energy at -9.7 eV. The value obtained for the maximum force is 2.0 eV Å⁻¹. As for the SMILES: N=C=CC=O.N#N. Its orbital gap is 0.3675 Ha. As for the LUMO energy: 0.3 eV. Its total charge is 0. Its energy relative to the best compared isomer or geometry (same formula, charge and spin) is 1.309 eV.

Each line ends with the natural charge from an NBO analysis.
Element x y z (Å)
N: -0.91 -0.95 -1.59  -0.6118
C: -0.68 -0.34 -0.57  0.5256
N: 1.96 -0.35 -1.94  -0.0152
N: 2.02 -0.56 -0.86  0.0248
O: 1.26 0.05 1.91  -0.5225
C: 0.15 0.49 1.74  0.4097
C: -0.74 0.32 0.58  -0.5823
H: -0.96 -0.45 -2.47  0.4013
H: -0.37 1.07 2.53  0.1132
H: -1.74 0.73 0.67  0.2573

(9)
Formula: C3H4O2S2
Source: the Open Molecules 2025 dataset
Level of theory: ωB97M-V/def2-TZVPD

The calculation puts the HOMO energy (alpha / beta) at -9.3 / -9.3 eV. The value obtained for the maximum force is 2.1 eV Å⁻¹. As for the SMILES: O=S(=O)=C[C@@H]1CS1. Its orbital gap (alpha / beta) is 0.2975 / 0.2975 Ha. As for the LUMO energy (alpha / beta): -1.2 / -1.2 eV. Its total charge is 0. Its energy relative to the best compared isomer or geometry (same formula, charge and spin) is 2.706 eV.

Each line ends with the natural charge from an NBO analysis.
Element x y z (Å)
C: -1.45 -0.63 -0.53  -0.5695
C: 0.93 0.14 0.10  -0.4828
C: -0.35 -0.55 0.42  -0.3500
O: -4.03 -0.23 -0.95  -0.8580
O: -3.20 -0.25 1.40  -0.8724
S: 1.05 -1.65 -0.02  0.1423
S: -2.95 -0.11 -0.01  2.0150
H: -1.25 -0.45 -1.57  0.2525
H: 1.01 0.67 -0.84  0.2259
H: 1.49 0.58 0.92  0.2355
H: -0.65 -0.62 1.46  0.2617